Record 1
# C15H29ErOS

A molecular structure, C15H29ErOS (ωB97M-V/def2-TZVPD, the Open Molecules 2025 dataset).

Output
- Kohn-Sham gap (alpha / beta): 7.7165 / 7.8060 eV
- LUMO level (alpha / beta): -6.911 / -6.809 eV
- Net charge: +2
- Multiplicity: 4

Geometry as XYZ:
```
47
C15H29ErOS | the Open Molecules 2025 dataset | ωB97M-V/def2-TZVPD
C 1.629 2.065 -0.666
H 2.558 2.644 -0.653
H 1.750 1.321 -1.491
H 1.706 1.515 0.380
C 0.403 2.975 -0.861
H -0.481 2.422 -1.254
H 0.102 3.394 0.109
C 0.692 4.133 -1.837
H -0.184 4.781 -1.935
H 1.528 4.744 -1.470
H 0.951 3.772 -2.840
C -0.794 -1.792 -0.062
C -1.463 -1.032 -1.075
C -0.497 -0.684 -2.074
C 0.770 -1.210 -1.665
C 0.589 -1.884 -0.416
C 1.606 -2.696 0.299
C 2.016 -1.230 -2.478
C -0.772 0.005 -3.363
C -2.911 -0.700 -1.074
C -1.428 -2.435 1.115
Er 0.056 0.520 0.049
H 2.877 -1.539 -1.871
H 1.942 -1.936 -3.324
H 2.250 -0.243 -2.903
H 2.624 -2.402 0.017
H 1.516 -2.578 1.388
H 1.500 -3.771 0.075
H -2.324 -1.894 1.437
H -1.735 -3.465 0.866
H -0.745 -2.491 1.969
H -3.138 0.178 -1.694
H -3.482 -1.550 -1.476
H -3.291 -0.500 -0.061
H 0.011 0.731 -3.631
H -0.831 -0.728 -4.187
H -1.728 0.546 -3.332
C -1.145 1.190 4.162
S 0.501 0.646 3.668
C 0.362 -1.062 4.213
O 0.331 0.493 2.114
H -1.064 1.469 5.220
H -1.879 0.385 4.028
H -1.424 2.066 3.565
H -0.678 -1.413 4.153
H 1.021 -1.698 3.609
H 0.702 -1.059 5.256
```

Atom-resolved charges from Mulliken, all expressed in e: -0.27, 0.64, 0.01, 0.01, -0.22, 0.32, 0.38, -1.40, 0.40, 0.40, 0.35, 0.76, 0.43, 0.72, 0.00, 0.55, -1.39, -1.32, -1.29, -1.58, -1.27, 0.84, 0.38, 0.34, 0.27, 0.42, 0.11, 0.34, 0.30, 0.33, 0.22, 0.40, 0.38, 0.34, 0.31, 0.33, 0.35, -0.91, 0.39, -0.83, -0.61, 0.41, 0.32, 0.35, 0.30, 0.25, 0.44


Record 2
# C3H10O2

2 unconnected molecules or ions with the total composition C3H10O2 (ωB97M-V/def2-TZVPD, the Open Molecules 2025 dataset).

Output
- Kohn-Sham gap: 10.9391 eV
- LUMO level: 0.743 eV
- Energy relative to the best compared isomer or geometry (same formula, charge and spin): 28.3 kJ/mol
- Net charge: 0
- SMILES: CC(C)O.O

Geometry as XYZ:
```
15
C3H10O2 | the Open Molecules 2025 dataset | ωB97M-V/def2-TZVPD
C -1.109 -0.147 -1.239
C 0.193 0.160 -0.465
C -0.100 1.229 0.570
O 1.190 0.678 -1.379
H -1.708 0.746 -1.396
H -1.677 -0.853 -0.628
H -0.895 -0.623 -2.197
H 0.598 -0.784 -0.125
H -0.538 0.807 1.477
H -0.860 1.931 0.231
H 0.814 1.775 0.798
H 0.740 0.900 -2.198
O -0.117 -1.564 2.196
H 0.849 -1.545 2.114
H -0.365 -2.337 1.675
```

Atom-resolved charges from Mulliken, all expressed in e: -1.60, 0.77, -1.15, -0.56, 0.38, 0.37, 0.45, 0.08, 0.31, 0.32, 0.34, 0.30, -0.64, 0.33, 0.31


Record 3
# C5H11O2

2 unconnected molecules or ions with the total composition C5H11O2 (ωB97M-V/def2-TZVPD, the Open Molecules 2025 dataset).

Output
- Kohn-Sham gap: 8.2066 eV
- LUMO level: 4.191 eV
- Energy relative to the best compared isomer or geometry (same formula, charge and spin): 30.0 kJ/mol
- Net charge: -1

Geometry as XYZ:
```
18
C5H11O2 | the Open Molecules 2025 dataset | ωB97M-V/def2-TZVPD
C 0.745 -0.526 -3.254
C 0.005 0.021 -2.019
O -1.053 -0.602 -1.744
O 0.475 1.003 -1.413
H 0.070 -0.960 -3.986
H 1.456 -1.292 -2.923
H 1.384 0.210 -3.754
C -0.492 0.777 1.532
C 0.923 0.250 1.310
C -1.326 -0.230 2.340
H -0.562 1.760 1.990
H -0.878 0.762 0.514
H 1.358 -0.223 2.203
H 1.598 1.067 1.040
H -1.900 -0.894 1.692
H -0.722 -0.873 2.986
H 1.008 -0.444 0.481
H -2.089 0.194 3.005
```

Atom-resolved charges from Mulliken, all expressed in e: -0.99, 0.68, -0.73, -0.71, 0.29, 0.19, 0.29, 0.07, -1.14, -1.10, 0.37, 0.05, 0.43, 0.28, 0.28, 0.26, 0.19, 0.31


Record 4
# C9H24N4S3V

A molecular structure, C9H24N4S3V (ωB97M-V/def2-TZVPD, the Open Molecules 2025 dataset).

Output
- Kohn-Sham gap (alpha / beta): 7.7060 / 9.5782 eV
- LUMO level (alpha / beta): -6.430 / -6.490 eV
- Energy relative to the best compared isomer or geometry (same formula, charge and spin): 0.0 kJ/mol
- Net charge: +2
- Multiplicity: 4

Geometry as XYZ:
```
41
C9H24N4S3V | the Open Molecules 2025 dataset | ωB97M-V/def2-TZVPD
V -0.166 -0.822 -0.160
S -1.615 0.277 1.615
S 1.267 -0.222 -2.139
C -2.507 -0.940 2.672
C -3.025 0.626 0.478
C -2.936 -0.212 -0.783
N -1.615 0.047 -1.403
C -1.437 -0.559 -2.743
C -0.132 -0.039 -3.318
H -2.953 1.703 0.278
H -3.953 0.429 1.022
H -3.748 0.069 -1.471
H -2.998 -1.295 -0.583
H -2.265 -0.271 -3.410
H -1.447 -1.654 -2.616
H -0.180 1.040 -3.510
H 0.134 -0.549 -4.249
C 1.802 -1.904 -2.611
H -1.507 1.069 -1.500
H 0.978 -2.627 -2.542
H 2.622 -2.201 -1.945
H 2.177 -1.833 -3.640
H -1.790 -1.386 3.360
H -2.985 -1.713 2.068
H -3.256 -0.365 3.221
C 0.241 2.400 0.022
C 1.132 1.879 0.913
H -0.795 2.661 0.314
H 0.497 2.404 -1.054
H 0.824 1.576 1.921
H 2.141 1.618 0.584
N 1.827 -1.123 0.661
N 1.210 -1.369 1.922
C 0.241 -2.296 1.877
N -0.115 -2.858 3.087
S -0.521 -2.818 0.429
H 2.314 -1.955 0.294
H 2.527 -0.380 0.738
H 1.826 -1.238 2.746
H -0.739 -3.668 3.037
H 0.528 -2.838 3.861
```

Atom-resolved charges from Mulliken, all expressed in e: 0.82, 0.05, -0.02, -1.13, -0.80, -0.66, -0.24, -0.59, -0.74, 0.36, 0.52, 0.46, 0.36, 0.46, 0.33, 0.38, 0.51, -0.97, 0.26, 0.27, 0.36, 0.43, 0.42, 0.32, 0.47, -0.72, -0.69, 0.44, 0.38, 0.39, 0.37, -0.54, -0.06, 0.35, -0.42, -0.47, 0.28, 0.24, 0.34, 0.28, 0.21